DFT (ωB97M-V/def2-TZVPD) results for a 3-piece molecular cluster, C38H59IN2O5 overall in a non-equilibrium geometry.

Bonds (Å) are listed after each position.
Element x y z (Å)
1 C 7.747 -1.108 1.845  C2 1.587, H25 1.123, H26 1.127, H27 1.126
2 C 7.596 -0.080 0.645  C1 1.587, C3 1.604, H28 1.119, H29 1.121
3 C 7.974 1.420 1.069  C2 1.604, C4 1.571, H30 1.115, H31 1.117
4 C 6.990 1.783 2.238  C3 1.571, C5 1.368, C23 1.571
5 C 7.393 1.662 3.540  C4 1.368, C6 1.568, H32 1.115
6 C 6.314 2.009 4.624  C5 1.568, O7 1.194, C8 1.567
7 O 6.578 2.588 5.634  C6 1.194
8 C 4.871 1.520 4.259  C6 1.567, I9 2.129, C10 1.383
9 I 3.614 0.654 5.744  C8 2.129
10 C 4.460 1.646 2.945  C8 1.383, C11 1.555, C23 1.564
11 C 3.094 1.218 2.338  C10 1.555, O12 1.437, H33 1.125, H34 1.130
12 O 1.941 1.714 3.037  C11 1.437, C13 1.406
13 C 0.790 1.044 2.585  O12 1.406, C14 1.488, C19 1.497
14 C 0.608 0.674 1.155  C13 1.488, C15 1.450, H35 1.119
15 C -0.561 -0.009 0.636  C14 1.450, C16 1.551, C17 1.530
16 C -0.710 -0.366 -0.866  C15 1.551, H36 1.126, H37 1.123, H38 1.117
17 C -1.676 -0.375 1.617  C15 1.530, C18 1.449, H39 1.114
18 C -1.495 -0.018 3.009  C17 1.449, C19 1.490, H40 1.116
19 C -0.296 0.681 3.550  C13 1.497, C18 1.490, C20 1.558
20 C -0.293 0.932 5.088  C19 1.558, C21 1.589, C22 1.584, H41 1.128
21 C 0.307 -0.346 5.815  C20 1.589, H42 1.119, H43 1.131, H44 1.122
22 C 0.349 2.308 5.541  C20 1.584, H45 1.114, H46 1.118, H47 1.130
23 C 5.517 2.252 1.964  C4 1.571, C10 1.564, O24 1.197
24 O 5.244 3.019 1.086  C23 1.197
25 H 6.856 -0.972 2.516  C1 1.123
26 H 8.718 -0.949 2.394  C1 1.127
27 H 7.729 -2.172 1.475  C1 1.126
28 H 6.548 -0.164 0.261  C2 1.119
29 H 8.312 -0.378 -0.164  C2 1.121
30 H 9.036 1.393 1.407  C3 1.115
31 H 7.782 2.062 0.177  C3 1.117
32 H 8.417 1.322 3.822  C5 1.115
33 H 3.094 0.104 2.177  C11 1.125
34 H 3.060 1.673 1.305  C11 1.130
35 H 1.419 0.902 0.419  C14 1.119
36 H -1.749 -0.061 -1.173  C16 1.126
37 H -0.008 0.219 -1.520  C16 1.123
38 H -0.595 -1.451 -1.105  C16 1.117
39 H -2.586 -0.904 1.253  C17 1.114
40 H -2.301 -0.305 3.726  C18 1.116
41 H -1.377 0.974 5.397  C20 1.128
42 H 0.676 -0.149 6.853  C21 1.119
43 H -0.549 -1.077 5.927  C21 1.131
44 H 1.058 -0.875 5.171  C21 1.122
45 H 0.695 2.962 4.709  C22 1.114
46 H 1.133 2.083 6.305  C22 1.118
47 H -0.445 2.895 6.092  C22 1.130
48 C -2.114 5.300 0.486  C49 1.554, H59 1.087, H60 1.092, H61 1.092
49 C -2.309 3.974 -0.300  C48 1.554, C50 1.543, N54 1.493, C58 1.542
50 C -1.070 3.646 -1.158  C49 1.543, C51 1.523, H62 1.097, H63 1.093
51 C -0.976 4.415 -2.469  C50 1.523, C52 1.524, H64 1.094, H65 1.094
52 C -2.281 4.294 -3.247  C51 1.524, C53 1.536, H66 1.094, H67 1.096
53 C -3.493 4.747 -2.420  C52 1.536, N54 1.496, C56 1.546, C57 1.540
54 N -3.571 4.058 -1.094  C49 1.493, C53 1.496, O55 1.326
55 O -3.994 2.820 -1.314  N54 1.326
56 C -3.418 6.281 -2.246  C53 1.546, H68 1.092, H69 1.092, H70 1.089
57 C -4.772 4.540 -3.252  C53 1.540, H71 1.091, H72 1.092, H73 1.093
58 C -2.355 2.903 0.810  C49 1.542, H74 1.093, H75 1.093, H76 1.088
59 H -2.707 6.130 0.113  C48 1.087
60 H -2.428 5.197 1.528  C48 1.092
61 H -1.068 5.617 0.489  C48 1.092
62 H -1.072 2.577 -1.403  C50 1.097
63 H -0.158 3.815 -0.579  C50 1.093
64 H -0.725 5.463 -2.280  C51 1.094
65 H -0.157 4.011 -3.070  C51 1.094
66 H -2.209 4.885 -4.165  C52 1.094
67 H -2.409 3.254 -3.568  C52 1.096
68 H -4.227 6.645 -1.609  C56 1.092
69 H -3.514 6.781 -3.213  C56 1.092
70 H -2.471 6.625 -1.834  C56 1.089
71 H -4.901 3.506 -3.574  C57 1.091
72 H -4.741 5.146 -4.161  C57 1.092
73 H -5.659 4.838 -2.688  C57 1.093
74 H -3.247 3.014 1.431  C58 1.093
75 H -1.484 2.991 1.465  C58 1.093
76 H -2.337 1.887 0.421  C58 1.088
77 C -2.202 -6.046 -0.742  C78 1.554, H88 1.087, H89 1.093, H90 1.092
78 C -2.581 -4.945 -1.771  C77 1.554, C79 1.543, N83 1.493, C87 1.543
79 C -3.944 -5.242 -2.430  C78 1.543, C80 1.522, H91 1.096, H92 1.093
80 C -3.905 -6.278 -3.545  C79 1.522, C81 1.524, H93 1.094, H94 1.094
81 C -2.825 -5.922 -4.560  C80 1.524, C82 1.535, H95 1.094, H96 1.096
82 C -1.447 -5.756 -3.904  C81 1.535, N83 1.496, C85 1.546, C86 1.540
83 N -1.470 -4.795 -2.758  C78 1.493, C82 1.496, O84 1.326
84 O -1.543 -3.571 -3.264  N83 1.326
85 C -0.951 -7.148 -3.453  C82 1.546, H97 1.092, H98 1.092, H99 1.089
86 C -0.427 -5.342 -4.981  C82 1.540, H100 1.091, H101 1.092, H102 1.093
87 C -2.793 -3.693 -0.895  C78 1.543, H103 1.093, H104 1.093, H105 1.091
88 H -1.398 -6.701 -1.067  C77 1.087
89 H -1.829 -5.612 0.189  C77 1.093
90 H -3.058 -6.675 -0.490  C77 1.092
91 H -4.350 -4.317 -2.856  C79 1.096
92 H -4.664 -5.560 -1.672  C79 1.093
93 H -3.744 -7.279 -3.132  C80 1.094
94 H -4.876 -6.311 -4.046  C80 1.094
95 H -2.784 -6.698 -5.330  C81 1.094
96 H -3.113 -5.000 -5.076  C81 1.096
97 H 0.001 -7.074 -2.923  C85 1.092
98 H -0.792 -7.797 -4.317  C85 1.092
99 H -1.661 -7.678 -2.819  C85 1.089
100 H -0.711 -4.424 -5.498  C86 1.091
101 H -0.342 -6.115 -5.748  C86 1.092
102 H 0.565 -5.199 -4.547  C86 1.093
103 H -1.857 -3.362 -0.439  C87 1.093
104 H -3.496 -3.911 -0.087  C87 1.093
105 H -3.213 -2.856 -1.455  C87 1.091

Calculated values
- E_LUMO: -0.9 eV
- Electronic energy: -61673.4573 eV
- 2S+1: 3
- Orbital gap: 7.3336 eV